{
  "formula": "C13H13N8O4Zn",
  "method": "wB97M-V/def2-TZVPD",
  "symbols": ["Zn", "O", "C", "N", "C", "O", "C", "C", "C", "C", "C", "N", "C", "C", "C", "C", "C", "N", "H", "H", "H", "H", "H", "H", "H", "H", "N", "N", "C", "N", "N", "N", "O", "O", "H", "H", "H", "H", "H"],
  "coordinates": [[9.472, 6.113, 11.105], [13.153, 6.498, 9.505], [12.000, 6.276, 9.800], [11.394, 6.379, 10.985], [12.039, 6.737, 12.126], [13.162, 7.164, 12.263], [11.173, 6.560, 13.381], [11.834, 6.572, 14.633], [11.020, 6.366, 15.771], [9.678, 6.122, 15.609], [9.160, 6.123, 14.320], [9.927, 6.312, 13.193], [10.979, 5.873, 8.672], [11.426, 5.540, 7.414], [10.515, 5.162, 6.455], [9.175, 5.143, 6.861], [8.790, 5.467, 8.172], [9.730, 5.866, 9.030], [12.891, 6.701, 14.563], [11.451, 6.361, 16.775], [9.079, 5.861, 16.451], [8.066, 6.002, 14.163], [12.490, 5.637, 7.315], [10.727, 4.981, 5.407], [8.398, 5.039, 6.102], [7.729, 5.375, 8.502], [8.972, 3.816, 11.552], [7.706, 3.763, 12.101], [6.868, 4.841, 11.968], [5.561, 4.732, 12.408], [7.402, 5.950, 11.485], [6.866, 7.252, 11.725], [7.732, 8.126, 11.683], [5.664, 7.365, 11.968], [9.109, 3.394, 10.659], [9.684, 3.481, 12.216], [7.350, 2.881, 12.411], [5.336, 3.941, 12.969], [4.978, 5.559, 12.319]],
  "gap_ev": 8.1,
  "total_charge": 1,
  "spin_multiplicity": 1,
  "molar_mass_g_mol": 410.69,
  "homo_ev": -11.918,
  "e_above_lowest_kj_mol": 21.91
}

{
  "formula": "Cl2NO11Tl",
  "method": "wB97M-V/def2-TZVPD",
  "symbols": ["Tl", "N", "O", "O", "O", "Cl", "O", "O", "O", "O", "Cl", "O", "O", "O", "O"],
  "coordinates": [[-20.187, 0.963, -23.458], [-18.772, 4.737, -22.574], [-17.636, 4.639, -22.074], [-19.393, 5.716, -22.641], [-19.109, 3.584, -22.957], [-16.850, 1.510, -20.939], [-16.616, 0.447, -20.017], [-16.786, 2.755, -20.171], [-15.845, 1.699, -21.953], [-18.138, 1.364, -21.532], [-20.121, 1.332, -27.697], [-20.072, 2.797, -27.643], [-21.371, 1.009, -28.315], [-18.992, 0.824, -28.393], [-20.073, 0.868, -26.321]],
  "gap_ev": 2.2,
  "total_charge": 0,
  "spin_multiplicity": 1,
  "molar_mass_g_mol": 465.29,
  "homo_ev": -9.916,
  "e_above_lowest_kj_mol": 0.00
}

{
  "formula": "C5H8LiO4Rb",
  "method": "wB97M-V/def2-TZVPD",
  "symbols": ["C", "C", "O", "Rb", "H", "H", "H", "H", "H", "O", "C", "C", "O", "O", "C", "Li", "H", "H", "H"],
  "coordinates": [[-3.871, 0.790, 1.094], [-2.763, 0.028, 0.452], [-2.907, -0.535, -0.636], [-0.445, -2.296, -2.786], [-3.453, 1.655, 1.640], [-4.633, 1.104, 0.360], [-4.337, 0.134, 1.860], [-2.004, -0.389, 1.160], [0.446, 0.451, -0.386], [1.676, 0.161, 1.309], [2.372, -1.772, -1.061], [1.456, 0.784, 0.116], [2.707, -2.771, -0.420], [3.196, -0.688, -0.707], [2.626, 0.605, -0.872], [2.886, -1.214, 1.218], [1.297, 1.879, 0.223], [3.437, 1.313, -0.646], [2.314, 0.761, -1.920]],
  "gap_ev": 5.8,
  "total_charge": 0,
  "spin_multiplicity": 1,
  "molar_mass_g_mol": 224.52,
  "homo_ev": -6.621,
  "e_above_lowest_kj_mol": 21.82
}